C3H3N3 in the gas phase at a distorted geometry. Source: the OMol25 dataset; level of theory: wB97M-V/def2-TZVPD.

The geometry in XYZ format:
```
9
Properties=species:S:1:pos:R:3:forces:R:3
N -0.966 -0.254 -1.399 0.1 0.0 0.0
H -0.474 0.421 -1.962 0.1 -0.1 0.0
C -0.719 -0.152 -0.077 0.0 -0.2 0.3
N 2.596 -0.286 0.983 -1.0 0.4 0.1
H -0.114 1.498 1.261 0.0 -0.2 0.1
C 0.105 0.492 0.913 0.2 0.3 0.1
N -0.958 -0.608 1.069 0.1 0.0 -0.6
C 1.497 0.076 0.997 0.9 -0.3 0.0
H -0.967 -1.186 -1.785 -0.3 0.0 0.0
```
Forces are in eV/Å.

Computed properties:
Energy above the lowest of the compared OMol25 structures with the same formula, charge and spin: 169.72 kJ/mol
Kohn-Sham gap: 0.3976 Ha
E_HOMO: -10.302 eV
F_max: 0.022 Eh/bohr


C2H5N3O2S2 as an isolated structure at a distorted geometry. Source: the OMol25 dataset; level of theory: wB97M-V/def2-TZVPD.

The geometry in XYZ format:
```
14
Properties=species:S:1:pos:R:3:forces:R:3
H -0.813 -3.464 0.564 -0.9 -0.3 0.4
H -1.880 2.085 0.196 -1.4 0.9 -0.8
H 0.195 -0.096 2.570 1.5 -1.4 0.7
O 2.852 1.142 -0.973 -0.1 -1.4 0.8
S 0.275 -2.915 0.086 1.0 0.5 -0.5
C -1.153 1.375 0.391 2.8 -2.1 -0.1
N 0.175 0.271 1.655 -2.1 0.9 0.2
S 2.995 0.042 -0.010 0.9 1.6 -1.2
N -1.007 0.927 1.578 -0.6 1.8 0.6
C -0.053 0.708 -0.455 -1.6 -1.2 -0.7
O 3.615 0.440 1.223 -0.2 -0.3 0.3
H 0.581 1.188 -1.166 0.6 1.3 0.0
H -0.516 -0.034 -1.171 0.0 0.3 0.8
N 0.722 -0.036 0.521 0.2 -0.5 -0.5
```
Forces are in eV/Å.

Computed properties:
Energy above the lowest of the compared OMol25 structures with the same formula, charge and spin: 456.11 kJ/mol
Kohn-Sham gap (spin up / spin down): 0.2124 / 0.3318 Ha
E_HOMO (spin up / spin down): -8.207 / -10.036 eV
F_max: 0.068 Eh/bohr


C7H14Cl2FO6V as an isolated structure at a distorted geometry. Source: the OMol25 dataset; level of theory: wB97M-V/def2-TZVPD.

The geometry in XYZ format:
```
31
Properties=species:S:1:pos:R:3:forces:R:3
C 36.385 -26.074 -0.697 0.1 0.4 -0.4
H 38.047 -28.076 5.940 0.3 0.0 0.4
Cl 30.870 -23.515 2.060 0.4 -0.2 -0.3
H 37.162 -25.399 1.911 -0.2 -0.3 0.3
H 36.466 -27.721 6.582 -0.3 0.4 -0.4
H 36.116 -25.186 -0.124 0.1 -0.2 0.4
V 34.454 -28.196 2.944 1.9 4.0 -1.6
O 36.470 -27.773 1.521 -0.1 -0.4 -0.4
H 35.522 -26.735 -0.777 0.3 -0.2 0.1
O 37.579 -26.710 -0.178 -0.6 -0.6 0.6
H 38.389 -28.132 3.254 -0.7 0.1 -0.4
H 37.242 -23.746 2.177 0.1 0.3 0.9
O 37.139 -24.882 3.899 0.3 -0.7 2.0
O 37.523 -26.151 5.588 -0.2 0.9 0.5
H 35.696 -24.556 2.449 0.0 -0.2 0.2
H 32.785 -24.024 0.763 0.2 -0.1 -0.2
O 38.730 -27.973 1.168 -1.6 0.7 -0.7
H 39.979 -28.280 2.756 0.2 -0.1 -0.6
F 33.871 -26.495 1.934 0.0 -2.2 1.2
C 36.773 -24.640 2.590 -0.5 -0.1 -2.3
C 37.483 -27.521 0.868 1.1 -0.3 0.7
C 31.708 -24.174 0.698 -1.6 1.7 -0.8
H 38.889 -29.642 2.480 -0.1 0.1 -0.5
O 36.042 -26.861 4.084 -2.2 -1.7 -0.7
H 37.803 -27.045 7.433 0.4 0.2 -0.5
C 36.799 -26.025 4.515 1.7 1.2 -0.4
Cl 30.999 -23.675 -0.885 0.9 -0.5 1.4
H 31.498 -25.244 0.731 0.1 -0.9 -0.1
C 37.459 -27.299 6.430 -0.4 -1.0 0.0
C 38.974 -28.556 2.438 0.4 0.0 1.4
H 36.682 -25.694 -1.675 0.0 -0.4 0.0
```
Forces are in eV/Å.

Computed properties:
Multiplicity: 5
Net charge: +2
Kohn-Sham gap (spin up / spin down): 0.3278 / 0.1356 Ha
E_HOMO (spin up / spin down): -16.731 / -16.730 eV
F_max: 0.092 Eh/bohr


C23H46ClHgO6PSi3 as an isolated structure. Source: the OMol25 dataset; level of theory: wB97M-V/def2-TZVPD.

The geometry in XYZ format:
```
81
Properties=species:S:1:pos:R:3:forces:R:3
H -0.550 5.440 2.261 0.0 0.0 0.0
H -1.734 2.984 3.385 0.0 0.0 0.0
C 0.386 4.437 -2.372 0.0 0.0 -0.1
C 0.151 2.337 -0.153 -0.3 -0.5 -0.1
H 0.392 -1.317 1.870 0.0 0.0 0.0
H 2.704 -3.680 -0.517 0.0 0.0 0.0
C 2.119 -4.943 -2.176 0.0 -0.1 0.0
H 2.754 -2.883 -2.090 0.0 0.0 0.0
O -0.278 -4.802 0.090 0.1 -0.1 -0.1
O 2.245 0.345 -0.350 -0.2 0.2 0.1
H 3.237 1.519 2.311 0.0 0.0 0.0
H 1.418 4.645 -2.082 0.0 0.0 0.0
P -0.016 -3.185 0.028 -0.1 0.1 0.1
H -1.373 -4.440 -2.409 0.0 0.0 0.0
H 0.732 0.477 -2.850 0.0 0.0 0.0
H 1.004 4.657 1.960 0.0 0.0 0.0
H 1.575 -5.663 -1.567 0.0 0.0 0.0
H 0.723 -3.696 3.775 0.0 0.0 0.0
O -3.355 0.316 1.329 0.1 0.0 0.0
H -2.566 -5.728 -2.226 0.0 0.0 0.0
C 3.127 3.066 -0.329 0.1 0.0 0.1
H 2.886 4.068 0.034 0.0 0.0 0.0
H -2.325 -4.525 -0.075 0.0 0.0 -0.1
H 1.871 2.561 2.717 0.0 0.0 0.0
H 0.159 5.460 0.639 0.0 0.0 0.0
C -2.580 3.716 0.462 -0.1 0.0 0.0
C -4.107 -1.839 0.730 -0.1 -0.1 -0.1
C 0.961 1.528 -3.036 0.0 0.0 0.0
H 3.939 -0.394 -1.246 0.0 0.0 0.0
H -3.611 -4.176 3.157 0.0 0.0 0.0
Cl -5.077 -6.144 1.725 0.0 0.0 0.0
H -5.161 -2.178 -1.086 0.0 0.0 0.0
H -3.118 4.220 1.270 0.0 0.0 0.0
H -0.258 5.140 -1.838 0.0 0.0 0.0
Hg -0.882 0.167 -0.172 -0.1 0.0 0.1
Si -0.892 3.243 1.107 0.4 0.1 -0.1
O 0.905 -3.022 -1.295 0.0 0.0 -0.1
H -0.263 2.020 3.224 0.0 0.0 0.0
O -3.791 -0.097 -0.836 0.0 0.0 0.0
H 3.148 3.107 -1.419 0.0 0.0 0.0
Si -0.109 2.657 -1.973 0.1 0.2 0.2
H 0.758 1.748 -4.088 0.0 0.0 0.0
H 1.611 -4.850 -3.137 0.0 0.0 0.0
C -1.559 -5.232 -0.404 0.0 0.0 0.2
C -3.736 -0.400 0.373 0.0 0.0 0.0
H -2.375 1.550 -2.272 0.0 0.0 0.0
H 3.126 -5.326 -2.354 0.0 0.0 0.0
C 2.165 1.675 2.153 0.1 0.0 0.0
C 0.194 -2.814 3.413 0.0 0.0 0.1
H 3.511 -1.138 0.303 0.0 0.0 0.0
H -2.533 4.398 -0.388 0.0 0.0 0.0
H -1.825 2.454 -3.692 0.0 0.0 0.0
C 2.200 -3.599 -1.481 -0.1 0.1 0.1
H -3.107 -1.779 2.600 0.0 0.0 0.0
H -0.808 -3.116 3.104 0.0 0.0 0.0
H 0.285 4.642 -3.443 0.0 0.0 0.0
H 0.095 -2.099 4.231 0.0 0.0 0.0
C 3.538 -0.193 -0.248 0.0 -0.1 0.0
C -3.671 -2.406 1.921 0.0 0.1 0.1
O 1.125 -3.144 1.200 0.0 0.1 -0.1
H 4.240 0.476 0.264 0.0 0.0 0.0
C -3.961 -3.725 2.238 0.0 0.0 0.0
H -2.506 3.293 -2.297 0.0 0.1 0.0
H -1.757 -6.183 0.092 0.0 0.0 0.0
C -5.171 -3.934 0.158 0.0 0.0 0.0
C -4.716 -4.472 1.350 0.0 0.0 0.0
H -3.152 2.827 0.187 0.0 0.0 0.0
H 2.030 1.658 -2.858 0.0 0.0 0.0
C 0.016 4.850 1.534 -0.1 0.0 0.0
C 0.934 -2.188 2.253 0.0 0.0 -0.1
H 4.135 2.820 0.019 0.0 0.0 0.0
H 1.931 -1.851 2.543 0.0 0.0 0.0
H -1.806 1.449 2.531 0.0 -0.1 0.0
H -0.837 -6.113 -2.241 0.0 0.0 0.0
H -5.755 -4.542 -0.520 0.0 0.0 0.0
C -1.869 2.463 -2.598 0.0 -0.1 0.0
H 1.632 0.818 2.569 0.0 0.0 0.0
Si 1.846 1.841 0.311 0.1 0.0 -0.1
C -1.579 -5.386 -1.908 0.0 0.0 -0.1
C -1.177 2.321 2.715 -0.1 0.1 0.0
C -4.850 -2.620 -0.148 0.1 0.0 0.0
```
Forces are in eV/Å.

Computed properties:
Energy above the lowest of the compared OMol25 structures with the same formula, charge and spin: 0.00 kJ/mol
Multiplicity: 2
Net charge: -1
Kohn-Sham gap (spin up / spin down): 0.2270 / 0.2881 Ha
E_HOMO (spin up / spin down): -3.566 / -5.592 eV
F_max: 0.012 Eh/bohr


C27H22F2N5O4RhSSe as an isolated structure at a distorted geometry. Source: the OMol25 dataset; level of theory: wB97M-V/def2-TZVPD.

The geometry in XYZ format:
```
63
Properties=species:S:1:pos:R:3:forces:R:3
H 1.151 -1.018 3.447 0.0 0.0 0.1
H 0.187 -4.074 -3.706 0.1 -0.1 -0.2
C 1.900 3.709 0.948 -0.3 -1.2 1.2
H 4.717 -1.089 2.389 -0.1 -0.1 0.0
N 1.949 -0.759 0.879 -0.5 0.7 -0.2
H -2.853 -4.686 0.564 0.0 0.0 0.0
H 4.531 -2.000 -1.861 0.2 0.1 0.4
H -3.914 -3.969 -0.660 0.1 0.0 0.0
O 3.049 -1.836 -2.343 0.0 0.1 -0.2
O 5.442 -2.016 -1.401 -0.1 -0.1 -0.3
H 3.701 6.307 3.145 0.1 0.1 0.1
C 4.070 -1.290 0.409 -0.4 0.1 -0.4
C -3.411 0.238 -2.990 0.0 0.1 0.2
H 0.623 5.323 0.350 -0.1 0.0 0.0
H -3.614 3.511 0.911 0.0 0.0 -0.1
C 2.118 5.961 1.749 0.2 0.1 0.0
C 2.644 -0.742 1.997 -0.2 0.0 0.0
F -5.051 2.094 -0.385 0.2 -0.1 -0.1
C -4.391 0.946 -2.313 0.0 -0.1 -0.1
H -1.057 2.721 4.257 0.1 0.0 0.1
N -0.288 -2.980 -1.944 -0.4 -0.1 0.2
C -3.079 -4.655 -0.500 -0.4 0.0 0.4
C 2.816 -1.088 -0.125 0.5 -0.1 0.2
C 2.073 -0.448 3.332 0.0 0.1 0.0
H -0.466 0.560 3.181 0.2 0.1 -0.1
H -5.364 1.100 -2.748 -0.1 0.1 0.0
C -1.111 1.274 2.688 0.0 0.0 0.2
C -4.081 1.432 -1.058 0.1 -0.2 -0.1
C -2.897 2.894 1.428 0.0 0.0 0.4
C 2.336 -1.237 -1.528 0.8 -0.2 0.4
C 3.203 5.581 2.522 0.1 0.0 0.1
C -2.375 3.290 2.649 0.1 -0.3 -0.3
H 1.835 0.615 3.399 0.0 0.0 0.1
C 5.394 -1.686 -0.136 0.0 -0.1 0.2
H 3.348 2.314 1.666 0.0 -0.1 0.0
C -1.183 -3.127 -0.952 0.1 -0.1 0.1
C 3.650 4.269 2.497 0.1 0.2 0.1
H 4.507 3.982 3.091 0.0 0.0 0.0
O 1.179 -0.792 -1.777 -1.3 1.1 0.6
C -2.166 -0.008 -2.441 0.6 0.0 0.0
C -2.457 1.704 0.858 0.1 -0.2 0.0
N -1.927 -4.224 -1.239 0.6 0.5 -0.1
C -1.461 -4.770 -2.411 0.3 -0.1 -0.5
H -2.659 4.232 3.089 -0.1 0.1 0.0
C -1.865 0.495 -1.186 1.1 0.4 1.2
H 2.761 -0.719 4.127 0.0 0.0 0.1
Rh -0.066 0.184 -0.053 -2.2 -3.0 1.1
O 6.352 -1.707 0.607 -0.1 0.0 0.0
F -3.681 -0.225 -4.229 0.0 0.1 0.3
H -1.876 -5.666 -2.824 -0.1 -0.1 -0.1
Se 0.963 2.366 -0.078 0.0 1.6 -2.6
C -1.467 2.460 3.295 -0.2 -0.1 0.1
N 3.934 -1.045 1.750 0.1 -0.1 -0.2
H -1.431 -0.563 -3.008 0.0 0.0 -0.1
N -1.560 0.911 1.486 1.1 0.4 -1.1
H -3.367 -5.648 -0.832 0.0 0.0 -0.1
C 3.002 3.337 1.711 0.0 0.0 0.0
C 1.465 5.032 0.961 -0.2 -0.3 -0.3
H 1.785 6.989 1.763 -0.1 0.0 0.0
C -0.446 -3.990 -2.848 -0.2 -0.4 -0.3
S -1.305 -2.215 0.463 0.3 1.2 0.0
C -2.837 1.225 -0.471 0.2 0.0 -0.4
H 0.331 -2.154 -2.028 0.0 -0.1 0.1
```
Forces are in eV/Å.

Computed properties:
Kohn-Sham gap (spin up / spin down): 0.2279 / 0.2218 Ha
E_HOMO (spin up / spin down): -7.430 / -7.400 eV
F_max: 0.077 Eh/bohr


A 2-piece molecular cluster, C17H30BIN4O8S overall at a distorted geometry. Source: the OMol25 dataset; level of theory: wB97M-V/def2-TZVPD.

The geometry in XYZ format:
```
62
Properties=species:S:1:pos:R:3:forces:R:3
C -0.434 -2.833 -3.430 -0.1 0.4 0.1
H 6.918 5.158 2.580 -0.2 0.0 0.0
H 0.865 -0.449 -2.142 0.2 0.2 -0.2
C -1.120 -1.711 -0.004 0.0 -0.4 0.8
H -0.981 -3.035 -4.351 0.0 0.0 0.0
H 1.235 -1.957 -4.409 0.0 0.0 0.1
H -2.180 -3.429 -2.426 0.0 0.0 0.6
C 0.232 -0.757 1.884 0.3 0.2 0.6
H 2.368 3.393 2.278 0.3 -0.1 0.3
H 1.306 -0.935 1.851 0.0 0.0 -0.2
H 7.511 3.842 1.552 -0.1 0.0 -0.1
H -0.011 -0.789 -4.119 -0.2 -0.1 0.2
C -2.219 -1.303 -2.388 0.5 0.6 -0.2
O -5.189 0.310 1.648 0.2 -0.1 0.0
C -2.740 -0.005 0.761 -0.9 -0.8 0.6
H 4.311 3.107 4.368 0.0 0.0 -0.1
S -0.171 -0.342 3.622 -0.2 0.1 0.1
H -2.488 -0.205 1.807 0.3 0.2 -0.1
O 1.198 -1.282 -2.490 -0.3 -0.4 0.4
O 4.859 3.685 1.809 -0.6 -0.8 -0.2
C 5.765 3.306 2.747 -0.4 1.4 0.0
N -0.032 2.365 4.223 0.2 -0.4 -0.4
H -3.224 1.412 -5.662 -0.1 0.0 -0.1
N 0.775 3.404 3.754 0.2 0.4 -0.2
O 1.397 1.564 2.736 0.3 0.6 -0.1
H 0.150 -3.742 -3.248 0.0 0.1 0.2
C -3.015 0.362 -4.043 0.0 0.2 -0.5
O 0.619 -5.562 0.144 0.2 -0.9 -0.5
H 7.833 3.818 3.292 0.0 0.0 -0.1
C 0.488 -1.652 -3.672 0.6 0.0 -0.5
H -0.544 -0.859 -0.368 -0.2 -0.1 -0.4
H -1.351 -2.188 2.125 -0.1 -0.3 -0.3
H 5.962 3.388 4.939 -0.1 0.0 0.0
H -3.691 0.920 -3.389 0.1 -0.1 0.2
C -0.228 -4.914 -0.271 -0.1 1.2 1.3
C -1.454 -2.624 -2.304 -0.6 -0.5 -1.3
H -4.006 -1.500 -3.620 0.1 -0.2 0.1
H 0.132 -2.830 1.390 -0.2 -0.1 0.0
H 0.016 0.143 1.313 0.0 -0.1 -0.1
C 0.387 1.329 3.590 -0.1 -0.5 -0.2
H -4.150 2.245 -0.184 -0.1 0.1 -0.5
H 5.029 4.724 4.244 0.0 0.0 -0.2
C 5.235 3.655 4.155 0.4 -0.4 0.5
H 6.051 2.223 2.790 -0.2 -0.1 -0.2
C 1.590 2.921 2.882 -0.3 -0.2 0.2
O -4.596 1.404 -0.347 0.2 0.0 0.7
H -4.861 -0.251 2.359 -0.2 -0.1 0.0
I -3.907 -2.814 0.896 0.1 -0.2 0.0
C -2.985 -1.127 -3.699 0.1 0.6 0.0
C 7.082 4.079 2.529 0.5 -0.3 0.4
N -1.168 -4.118 -0.438 0.3 -0.2 -0.7
O -3.417 0.506 -5.402 0.0 -0.2 0.2
H -1.492 -0.477 -2.360 0.1 -0.1 0.0
C -0.561 -1.989 1.402 0.4 0.7 0.1
H 0.234 -2.835 -1.132 0.0 0.6 0.0
B -4.249 0.566 0.713 0.1 0.3 -0.6
H -2.085 0.758 0.331 0.2 -0.2 0.0
H -2.491 -1.609 -4.542 0.0 -0.2 0.1
C -2.610 -1.334 -0.029 0.1 1.3 0.1
N -0.778 -2.824 -0.963 -0.6 -0.6 -0.1
H -2.000 0.776 -3.961 0.0 0.0 0.3
O -3.121 -1.086 -1.320 0.3 -0.8 0.0
```
Forces are in eV/Å.

Computed properties:
Kohn-Sham gap: 0.0859 Ha
E_HOMO: -4.437 eV
F_max: 0.034 Eh/bohr